Below is C47H47BiN3O10PSSb as an isolated structure in a non-equilibrium geometry, with properties calculated with the ωB97M-V functional and the def2-TZVPD basis.

Structure (XYZ):
```
111
Properties=species:S:1:pos:R:3:lowdin_charge:R:1
Bi 0.525 0.320 0.660 1.96
O -4.336 -0.020 0.626 0.06
C -4.415 -1.360 0.670 -0.26
C -5.677 -1.952 0.597 -0.02
C -5.820 -3.318 0.718 -0.09
C -4.706 -4.128 0.917 -0.10
C -3.451 -3.554 0.970 -0.04
C -3.280 -2.175 0.826 -0.08
C -1.922 -1.580 0.877 -0.46
O -1.778 -0.306 0.716 -0.23
N -0.948 -2.411 1.143 0.06
N 0.261 -1.816 1.384 -0.14
C 1.167 -2.588 1.896 -0.06
C 2.304 -2.187 2.657 -0.17
C 3.077 -3.205 3.252 -0.05
C 4.036 -2.933 4.192 -0.11
C 4.208 -1.609 4.620 -0.09
C 3.493 -0.592 4.042 -0.04
C 2.583 -0.828 2.983 -0.38
O 2.098 0.191 2.341 -0.36
H -3.379 0.208 0.665 0.06
H -6.536 -1.313 0.445 0.12
H -6.811 -3.753 0.689 0.10
H -4.821 -5.199 1.022 0.09
H -2.572 -4.160 1.130 0.10
H 0.934 -3.653 1.891 0.13
H 2.877 -4.232 2.967 0.11
H 4.617 -3.733 4.630 0.09
H 4.911 -1.389 5.414 0.10
H 3.640 0.437 4.342 0.11
O 2.283 1.744 -2.381 -0.04
C 1.685 0.676 -2.519 -0.65
O 1.609 -0.260 -1.639 -0.38
C 0.938 0.345 -3.780 -0.14
C 1.316 0.853 -5.015 -0.02
C 0.643 0.460 -6.158 -0.09
C -0.415 -0.433 -6.059 -0.08
C -0.807 -0.928 -4.826 -0.06
C -0.132 -0.547 -3.668 -0.26
P -0.583 -1.185 -1.991 1.12
C 0.141 -2.873 -2.107 -0.31
C -0.447 -3.966 -1.469 -0.12
C 0.218 -5.180 -1.391 -0.09
C 1.505 -5.311 -1.889 -0.10
C 2.095 -4.234 -2.532 -0.09
C 1.407 -3.039 -2.670 -0.08
C -2.374 -1.429 -2.430 -0.36
C -3.072 -0.220 -2.417 -0.11
C -4.420 -0.164 -2.726 -0.08
C -5.101 -1.332 -3.033 -0.10
C -4.421 -2.540 -3.057 -0.09
C -3.064 -2.588 -2.775 -0.10
H 2.149 1.542 -5.059 0.11
H 0.946 0.840 -7.125 0.10
H -0.945 -0.749 -6.949 0.10
H -1.635 -1.619 -4.759 0.10
H -1.416 -3.864 -1.007 0.07
H -0.268 -6.031 -0.927 0.10
H 2.042 -6.244 -1.777 0.09
H 3.104 -4.317 -2.915 0.10
H 1.864 -2.213 -3.195 0.10
H -2.536 0.688 -2.154 0.10
H -4.938 0.786 -2.717 0.11
H -6.162 -1.307 -3.249 0.10
H -4.952 -3.453 -3.299 0.10
H -2.544 -3.535 -2.837 0.09
O -0.800 2.315 -0.342 -0.17
C -1.821 2.758 0.177 -0.25
C -2.246 2.668 1.558 -0.14
C -3.404 3.378 1.864 0.06
C -3.876 3.491 3.153 -0.16
C -3.172 2.881 4.207 0.01
C -2.044 2.169 3.941 0.01
C -1.525 2.007 2.616 -0.35
O -0.462 1.306 2.495 -0.22
N -5.060 4.250 3.424 -0.37
O -5.657 4.762 2.487 0.05
O -5.426 4.354 4.588 0.04
H -2.531 3.313 -0.460 0.14
H -3.933 3.894 1.074 0.13
H -3.548 2.991 5.214 0.12
H -1.488 1.689 4.735 0.12
C 2.752 3.762 2.941 -0.14
C 1.683 4.752 2.507 -0.37
S 0.732 4.052 1.100 0.90
O -0.397 5.007 0.922 -0.50
C 1.949 4.434 -0.237 -0.36
C 1.243 5.074 -1.417 -0.14
H 3.262 4.114 3.838 0.07
H 3.497 3.624 2.155 0.06
H 2.293 2.794 3.150 0.06
H 2.076 5.725 2.213 0.08
H 0.929 4.900 3.281 0.09
H 2.366 3.469 -0.529 0.02
H 2.734 5.078 0.159 0.08
H 0.432 4.434 -1.761 0.07
H 1.940 5.206 -2.244 0.08
H 0.826 6.043 -1.145 0.07
C 5.343 1.447 -1.332 -0.32
Sb 3.796 0.884 0.111 1.35
C 4.079 -1.202 -0.393 -0.29
C 5.370 0.684 1.638 -0.31
H 6.150 0.715 -1.329 -0.01
H 5.753 2.421 -1.062 -0.01
H 4.912 1.516 -2.328 -0.02
H 5.128 -1.465 -0.266 0.01
H 3.775 -1.348 -1.425 -0.01
H 3.459 -1.828 0.245 -0.01
H 6.340 0.918 1.203 -0.01
H 5.386 -0.334 2.023 -0.01
H 5.196 1.365 2.471 -0.02
```

Values from the calculation:
* ΔE to the lowest compared entry with this formula, charge and spin: 1.6169 eV
* Kohn-Sham gap: 7.335 eV
* net charge: -1